No. 1
A cluster of 5 separate species, C17H38N2O7 in total in a non-equilibrium geometry. Source: OMol25; level of theory: ωB97M-V/def2-TZVPD.

Computed properties:
- DFT total energy: -35543.7919 eV
- LUMO energy: 0.038 eV
- Kohn-Sham gap: 8.02 eV
- Relative energy (zero: lowest compared OMol25 entry of this formula, charge and spin): 1027.3 kJ/mol
- Charge: 0

Geometry (Å):
C  -2.034  0.423  -2.478
N  -2.718  0.552  -1.159
C  -2.736  1.934  -0.683
C  -4.069  0.076  -1.378
C  -1.950  -0.170  -0.221
C  -2.625  -0.619  1.171
O  -1.783  -1.095  2.176
H  -2.341  1.030  -3.154
H  -1.824  -0.712  -2.866
H  -1.117  0.805  -2.102
H  -3.163  2.152  0.335
H  -3.216  2.876  -1.274
H  -1.648  2.271  -0.723
H  -4.669  0.520  -2.129
H  -4.776  0.288  -0.630
H  -3.970  -1.046  -1.399
H  -0.972  0.275  0.094
H  -1.647  -1.162  -0.567
H  -3.366  -1.482  0.865
H  -3.012  0.256  1.677
H  -1.188  -0.447  2.568
N  0.191  1.888  2.052
O  -0.866  2.541  1.998
O  0.977  2.189  1.201
O  0.139  0.722  2.458
C  3.041  -3.125  5.085
C  2.549  -2.193  3.840
C  1.099  -2.435  3.926
O  0.926  -3.531  4.844
C  1.853  -3.288  5.859
H  3.856  -2.742  5.761
H  3.269  -4.166  4.857
H  3.059  -2.628  3.068
H  2.882  -1.157  3.973
H  0.498  -2.653  2.971
H  0.821  -1.416  4.367
H  2.070  -4.014  6.664
H  1.368  -2.709  6.638
C  2.170  -2.943  -1.578
C  2.172  -1.987  -0.350
C  1.713  -0.676  -0.919
O  0.774  -1.118  -1.866
C  1.420  -2.138  -2.628
H  1.622  -3.782  -1.242
H  3.161  -3.150  -2.114
H  3.129  -2.051  0.293
H  1.365  -2.224  0.408
H  2.379  0.087  -1.466
H  1.331  0.013  -0.156
H  1.855  -1.784  -3.485
H  0.787  -2.983  -3.069
C  0.331  4.168  -2.035
C  1.145  3.021  -2.811
C  0.406  2.778  -4.047
O  -0.873  3.311  -3.884
C  -0.740  4.443  -2.971
H  1.016  5.044  -1.856
H  0.037  3.810  -0.895
H  0.905  2.023  -2.420
H  2.212  3.342  -3.198
H  0.118  1.671  -4.308
H  0.935  3.309  -4.915
H  -1.683  4.433  -2.573
H  -0.574  5.405  -3.588

No. 2
A structure of composition C17H39LaOP3Se in a non-equilibrium geometry. Source: OMol25; level of theory: ωB97M-V/def2-TZVPD.

Computed properties:
- DFT total energy: -114355.2050 eV
- LUMO energy: -11.196 eV
- Kohn-Sham gap: 3.39 eV
- Relative energy (zero: lowest compared OMol25 entry of this formula, charge and spin): 16.5 kJ/mol
- Charge: +3

Geometry (Å):
La  1.622  1.150  0.791
P  1.533  -1.775  1.360
P  2.586  0.175  -1.700
P  -0.392  1.136  2.795
H  -0.272  1.172  -1.585
C  -0.408  1.771  -0.678
C  0.280  2.940  -0.467
H  1.043  3.316  -1.161
C  0.202  -2.847  0.698
C  3.009  -2.727  0.826
C  1.481  -2.253  3.133
C  2.573  1.552  -2.911
C  4.352  -0.312  -1.749
C  1.749  -1.162  -2.611
C  -1.223  2.770  2.820
C  0.238  1.048  4.515
C  -1.797  -0.024  2.800
H  -1.289  1.493  -0.091
H  0.040  3.636  0.346
H  0.366  -3.883  1.027
H  0.200  -2.817  -0.403
H  -0.779  -2.507  1.062
H  2.920  -3.755  1.210
H  3.918  -2.268  1.251
H  3.096  -2.755  -0.272
H  1.615  -3.344  3.204
H  0.524  -1.972  3.599
H  2.307  -1.759  3.671
H  2.989  1.194  -3.859
H  3.186  2.386  -2.540
H  1.547  1.911  -3.071
H  4.575  -0.807  -2.708
H  4.583  -1.000  -0.918
H  4.984  0.587  -1.656
H  2.126  -1.194  -3.638
H  0.669  -0.975  -2.634
H  1.924  -2.129  -2.128
H  -1.951  2.783  3.637
H  -1.734  2.953  1.865
H  -0.484  3.568  2.983
H  -0.603  1.136  5.220
H  0.939  1.881  4.692
H  0.765  0.097  4.685
H  -2.541  0.304  3.533
H  -1.462  -1.036  3.049
H  -2.261  -0.047  1.808
C  -4.042  -1.019  -2.294
C  -3.533  0.264  -2.554
C  -4.305  1.209  -3.232
C  -5.586  0.874  -3.687
C  -6.092  -0.414  -3.458
C  -5.328  -1.358  -2.769
Se  -3.023  -2.287  -1.293
H  -1.840  -1.364  -1.133
H  -2.532  0.514  -2.212
H  -3.900  2.208  -3.404
H  -6.183  1.615  -4.218
H  -7.087  -0.680  -3.818
H  -5.718  -2.357  -2.588
O  3.807  1.724  2.072
H  3.895  1.930  3.016
H  4.721  1.530  1.777

No. 3
A cluster of 3 separate species, C17H39NO5 in total in a non-equilibrium geometry. Source: OMol25; level of theory: ωB97M-V/def2-TZVPD.

Computed properties:
- DFT total energy: -29985.0245 eV
- LUMO energy: 0.750 eV
- Kohn-Sham gap: 9.10 eV
- Charge: 0
- Structure (SMILES): CC1(C)CCCC(C)(C)N1O.COCCOC.COCCOC

Geometry (Å):
C  -2.975  1.126  1.434
C  -1.825  1.904  0.811
C  -1.204  2.870  1.844
C  -0.733  0.946  0.314
C  0.089  1.568  -0.823
C  -0.830  2.041  -1.943
C  -1.673  3.203  -1.399
C  -0.820  4.449  -1.128
C  -2.630  3.564  -2.571
N  -2.459  2.680  -0.299
O  -3.360  3.667  0.179
H  -3.531  0.592  0.665
H  -2.716  0.427  2.232
H  -3.617  1.862  1.931
H  -0.126  3.007  1.746
H  -1.595  3.889  1.775
H  -1.452  2.529  2.852
H  0.049  0.723  1.047
H  -1.094  -0.041  0.012
H  0.694  2.402  -0.456
H  0.878  0.917  -1.219
H  -1.469  1.219  -2.265
H  -0.174  2.374  -2.751
H  -1.418  5.232  -0.650
H  -0.374  4.791  -2.059
H  -0.041  4.361  -0.362
H  -2.053  3.761  -3.469
H  -3.267  4.411  -2.315
H  -3.266  2.684  -2.686
H  -4.204  3.219  0.059
C  1.475  -3.051  -1.398
O  0.360  -3.283  -2.239
C  -0.138  -2.113  -2.851
C  -1.634  -2.154  -2.607
O  -2.234  -1.029  -3.193
C  -3.602  -0.925  -2.829
H  2.327  -2.755  -2.035
H  1.800  -3.953  -0.892
H  1.293  -2.174  -0.772
H  0.181  -2.076  -3.890
H  0.222  -1.198  -2.364
H  -1.790  -2.238  -1.525
H  -2.048  -3.076  -3.042
H  -4.143  -1.711  -3.366
H  -3.974  0.054  -3.122
H  -3.744  -1.038  -1.751
C  5.877  -3.031  4.314
O  4.533  -2.963  3.913
C  4.368  -3.518  2.620
C  2.936  -3.407  2.122
O  2.606  -2.175  1.539
C  2.346  -1.161  2.461
H  6.314  -4.014  4.085
H  5.969  -2.874  5.384
H  6.491  -2.314  3.756
H  4.515  -4.603  2.747
H  5.097  -3.143  1.898
H  2.268  -3.697  2.943
H  2.763  -4.172  1.366
H  1.579  -1.454  3.195
H  1.950  -0.261  1.987
H  3.234  -0.872  3.040

No. 4
A structure of composition C17H39O2P3Ru in a non-equilibrium geometry. Source: OMol25; level of theory: ωB97M-V/def2-TZVPD.

Computed properties:
- DFT total energy: -52756.3774 eV
- LUMO energy (spin up / spin down): -15.207 / -18.246 eV
- 2S+1: 5
- Kohn-Sham gap (spin up / spin down): 4.57 / 2.59 eV
- Relative energy (zero: lowest compared OMol25 entry of this formula, charge and spin): 404.8 kJ/mol
- Charge: +4

Geometry (Å):
Ru  0.148  0.745  0.600
P  -0.644  2.442  1.863
P  -1.854  -0.259  0.081
P  0.667  1.574  -1.405
H  1.530  -0.961  1.938
C  1.753  -0.258  1.128
C  1.917  1.159  1.472
H  2.008  1.406  2.533
C  -0.658  1.711  3.533
C  -2.311  3.122  1.581
C  0.417  3.909  2.052
C  -1.787  -1.916  -0.668
C  -2.793  -0.549  1.614
C  -2.985  0.682  -1.013
C  2.429  1.898  -1.737
C  -0.163  3.174  -1.718
C  0.144  0.561  -2.845
H  2.441  -0.671  0.385
H  2.609  1.702  0.835
H  -0.192  0.716  3.526
H  -1.691  1.639  3.891
H  -0.083  2.367  4.198
H  -3.090  2.362  1.723
H  -2.399  3.522  0.563
H  -2.484  3.942  2.292
H  1.469  3.604  2.099
H  0.145  4.411  2.991
H  0.276  4.590  1.204
H  -2.706  -2.098  -1.245
H  -1.681  -2.670  0.126
H  -0.922  -2.004  -1.337
H  -3.828  -0.229  1.446
H  -2.376  0.010  2.463
H  -2.760  -1.619  1.854
H  -2.726  0.505  -2.066
H  -2.949  1.761  -0.805
H  -4.006  0.316  -0.830
H  2.527  2.622  -2.557
H  2.932  0.960  -2.010
H  2.912  2.324  -0.853
H  0.393  3.688  -2.514
H  -0.159  3.801  -0.815
H  -1.197  2.992  -2.043
H  0.748  0.843  -3.718
H  -0.912  0.732  -3.080
H  0.294  -0.510  -2.660
C  1.241  -4.578  -0.635
C  2.160  -5.120  -1.711
C  2.243  -4.184  -2.859
C  2.037  -2.846  -2.691
C  1.622  -2.318  -1.430
C  1.277  -3.153  -0.392
O  0.450  -5.406  -0.178
H  1.639  -6.059  -1.930
H  3.145  -5.375  -1.272
H  2.562  -4.594  -3.817
H  2.233  -2.128  -3.495
H  1.572  -1.238  -1.294
H  0.887  -2.797  0.562
O  -0.484  -2.566  2.672
H  -0.878  -2.249  3.508
H  -0.107  -3.438  2.890

No. 5
A structure of composition C17H40BeBrCaClFKO14PSi in a non-equilibrium geometry. Source: OMol25; level of theory: ωB97M-V/def2-TZVPD.

Computed properties:
- DFT total energy: -184538.2371 eV
- LUMO energy: -7.897 eV
- Kohn-Sham gap: 2.05 eV
- Charge: +1

Geometry (Å):
C  5.830  -2.334  3.380
C  4.620  -2.728  4.223
O  3.729  -3.682  3.618
C  3.402  -3.431  2.287
C  2.780  -2.010  2.016
Si  1.192  -1.650  3.125
C  -0.291  -2.860  2.879
O  -1.487  -2.112  3.085
O  -2.460  -2.974  3.625
C  0.654  0.117  2.579
C  0.829  1.141  3.724
O  1.756  1.827  3.833
O  -0.173  1.148  4.655
H  6.675  -1.981  3.982
H  5.633  -1.547  2.640
H  6.186  -3.206  2.798
H  5.024  -3.225  5.118
H  4.085  -1.836  4.614
H  4.226  -3.666  1.573
H  2.600  -4.146  2.036
H  3.535  -1.154  2.052
H  2.371  -2.055  0.848
H  1.581  -1.697  4.541
H  -0.325  -3.341  1.901
H  -0.221  -3.650  3.648
H  -3.009  -2.379  4.153
H  1.320  0.478  1.772
H  -0.367  0.130  2.166
H  -0.982  1.034  4.128
F  5.621  -0.276  0.963
Be  -0.282  2.683  1.921
C  -4.868  -5.053  -1.902
C  -3.908  -4.374  -0.946
C  -3.957  -2.874  -0.979
O  -2.627  -2.527  -0.557
C  -1.834  -3.545  -0.914
O  -0.622  -3.497  -0.886
O  -2.528  -4.617  -1.302
H  -5.164  -6.024  -1.509
H  -5.778  -4.466  -2.036
H  -4.407  -5.230  -2.873
H  -4.057  -4.750  0.069
H  -4.700  -2.465  -0.298
H  -4.122  -2.463  -1.978
Cl  1.017  -2.878  0.265
O  7.415  -2.985  0.971
H  8.021  -3.675  1.258
H  7.754  -2.716  0.107
Ca  3.756  -1.015  0.082
Br  7.042  0.060  -1.155
O  -3.156  6.712  -3.607
P  -2.806  5.259  -3.482
O  -1.315  5.341  -2.790
C  -1.218  5.737  -1.427
C  -1.719  4.655  -0.485
O  -2.372  4.947  -5.035
C  -2.728  5.839  -6.094
C  -1.636  6.863  -6.338
O  -2.871  3.588  -3.247
C  -4.153  3.043  -2.895
C  -5.217  3.347  -3.934
H  -1.763  6.672  -1.267
H  -0.163  5.932  -1.228
H  -2.806  4.551  -0.554
H  -1.473  4.898  0.550
H  -1.281  3.687  -0.736
H  -3.687  6.317  -5.891
H  -2.863  5.233  -6.992
H  -1.306  7.335  -5.413
H  -1.984  7.639  -7.022
H  -0.759  6.385  -6.777
H  -4.456  3.431  -1.917
H  -4.027  1.964  -2.797
H  -5.407  4.424  -4.004
H  -6.156  2.857  -3.677
H  -4.898  3.011  -4.921
O  7.298  -4.292  4.640
H  6.962  -5.069  5.093
K  7.479  -5.827  2.949

No. 6
A structure of composition C17H40BrGeNOPdSeSi4 in a non-equilibrium geometry. Source: OMol25; level of theory: ωB97M-V/def2-TZVPD.

Computed properties:
- DFT total energy: -248685.4441 eV
- LUMO energy (spin up / spin down): -11.715 / -11.641 eV
- 2S+1: 2
- Kohn-Sham gap (spin up / spin down): 4.90 / 4.87 eV
- Relative energy (zero: lowest compared OMol25 entry of this formula, charge and spin): 67.9 kJ/mol
- Charge: +3

Geometry (Å):
Pd  -0.407  1.044  0.687
O  5.401  -1.038  1.881
C  4.219  -0.668  1.416
C  3.955  -0.366  0.077
C  2.680  0.000  -0.282
N  1.666  0.081  0.602
C  1.966  -0.209  1.863
Br  0.462  -0.042  3.025
C  3.180  -0.586  2.355
H  6.073  -1.092  1.187
H  4.733  -0.418  -0.674
H  2.441  0.226  -1.312
H  3.353  -0.819  3.396
C  1.132  5.996  1.442
Si  0.385  5.801  -0.202
C  1.454  5.903  -1.664
C  -1.358  6.291  -0.395
Se  0.064  3.226  -0.045
H  1.276  7.070  1.624
H  2.108  5.513  1.505
H  0.479  5.610  2.226
H  1.624  6.967  -1.873
H  0.979  5.464  -2.541
H  2.427  5.440  -1.497
H  -1.398  7.366  -0.614
H  -1.925  6.119  0.520
H  -1.824  5.769  -1.232
C  -3.187  0.398  3.823
Si  -3.647  1.303  2.306
C  -5.374  1.084  1.745
C  -3.017  3.027  2.226
Ge  -2.503  0.097  0.154
Si  -3.082  -2.548  0.229
C  -2.255  -2.898  1.821
C  -4.903  -2.612  0.234
C  -2.241  -3.153  -1.273
Si  -3.329  0.856  -2.283
C  -2.961  2.642  -2.284
C  -5.111  0.452  -2.248
C  -2.254  -0.174  -3.356
H  -3.708  0.893  4.653
H  -2.120  0.448  4.030
H  -3.506  -0.644  3.819
H  -5.987  1.622  2.483
H  -5.697  0.043  1.750
H  -5.576  1.524  0.768
H  -3.578  3.634  2.949
H  -3.142  3.472  1.238
H  -1.963  3.048  2.503
H  -2.847  -2.551  2.668
H  -1.248  -2.481  1.889
H  -2.163  -3.990  1.893
H  -5.344  -2.147  1.115
H  -5.161  -3.681  0.265
H  -5.354  -2.198  -0.667
H  -1.281  -2.668  -1.459
H  -2.876  -3.044  -2.153
H  -2.041  -4.222  -1.127
H  -3.435  3.176  -1.458
H  -3.384  3.032  -3.220
H  -1.890  2.836  -2.278
H  -5.663  1.027  -1.504
H  -5.309  -0.610  -2.112
H  -5.504  0.734  -3.234
H  -1.252  -0.294  -2.942
H  -2.149  0.319  -4.329
H  -2.689  -1.160  -3.527

Q: Which value of DFT total energy does entry 1 give?
A: -35543.7919 eV